C50H48AsBrN7O2S3Ti as an isolated structure at a distorted geometry. Source: OMol25; level of theory: wB97M-V/def2-TZVPD.

Geometry as ORCA input:
```
! RIJCOSX wB97M-V def2-TZVPD def2/J DEFGRID3
* xyz 1 3
Ti -0.4080 -0.4305 0.7418
N 0.6532 1.5089 0.2810
C 0.6853 2.9697 0.4183
C -0.6694 3.6415 0.2054
C -1.3973 3.2474 -1.0839
C -2.5486 2.2907 -0.7904
N -2.0585 0.9998 -0.2955
H 1.4825 1.1437 0.7418
H 0.7693 1.2370 -0.7054
H 1.4170 3.4183 -0.2739
H 1.0076 3.2154 1.4368
H -0.4994 4.7184 0.2352
H -1.3137 3.3906 1.0489
H -0.7092 2.7813 -1.7942
H -1.8186 4.1310 -1.5648
H -3.1414 2.1503 -1.7065
H -3.2013 2.7383 -0.0357
H -1.5808 0.5559 -1.0863
H -2.8808 0.4328 -0.0842
S 0.1172 -2.8752 1.0868
C 1.6470 -2.2214 1.2542
N 1.8454 -0.9187 1.1655
C 3.1704 -0.6043 1.4081
C 3.7796 0.6506 1.4221
C 5.1267 0.7527 1.7081
C 5.8993 -0.3606 2.0099
C 5.3280 -1.6172 2.0052
C 3.9846 -1.7221 1.6979
S 3.0568 -3.1941 1.6356
H 3.2273 1.5591 1.2276
H 5.5832 1.7289 1.6976
H 6.9431 -0.2426 2.2490
H 5.9009 -2.5015 2.2380
C -2.4185 -2.1399 2.6055
O -2.3334 -1.3993 1.3836
C -2.9973 -2.0402 0.3396
C -4.2260 -2.6609 0.5558
C -4.8385 -3.3380 -0.4895
Br -6.4936 -4.2133 -0.1559
C -4.2833 -3.3679 -1.7467
C -3.0770 -2.6937 -1.9939
C -2.4003 -2.0542 -0.9217
O -1.1987 -1.4367 -1.1121
C -2.5138 -2.5946 -3.3048
N -1.4548 -1.8345 -3.5683
C -1.2464 -1.9150 -4.9182
C -0.2990 -1.3160 -5.7406
C -0.3624 -1.5811 -7.0935
C -1.3402 -2.4153 -7.6369
C -2.2860 -3.0288 -6.8390
C -2.2265 -2.7653 -5.4828
N -3.0108 -3.1754 -4.4373
H -3.3338 -1.8801 3.1474
H -1.5470 -1.8782 3.2143
H -2.3850 -3.2148 2.4099
H -4.6989 -2.6249 1.5215
H -4.7869 -3.8984 -2.5374
H -1.0032 -1.5101 -2.1488
H 0.4576 -0.6745 -5.3247
H 0.3656 -1.1304 -7.7508
H -1.3614 -2.5760 -8.7035
H -3.0363 -3.6870 -7.2481
H -3.7999 -3.7937 -4.5012
C -3.8999 -0.2757 6.4345
C -4.3057 0.2581 5.2219
C -3.3668 0.5329 4.2425
C -2.0143 0.2946 4.4765
C -1.6145 -0.2419 5.6938
C -2.5592 -0.5309 6.6656
As -0.7578 0.7494 3.0222
C 0.9430 0.6380 3.9346
C 1.6665 -0.5204 4.1714
C 2.9206 -0.4429 4.7541
C 3.4525 0.7939 5.0837
C 2.7234 1.9548 4.8831
C 1.4539 1.8923 4.3177
C 0.5120 3.0018 4.1400
C 0.6777 4.3156 4.5688
C -0.3626 5.2204 4.4418
C -1.5763 4.8393 3.8920
C -1.7414 3.5464 3.4257
C -0.7064 2.6336 3.5398
H -4.6296 -0.4960 7.1978
H -5.3514 0.4607 5.0434
H -3.6785 0.9243 3.2741
H -0.5634 -0.4364 5.8795
H -2.2429 -0.9535 7.6064
H 1.2404 -1.4860 3.9061
H 3.4861 -1.3433 4.9465
H 4.4384 0.8486 5.5198
H 3.1440 2.9050 5.1743
H 1.6053 4.6292 5.0266
H -0.2332 6.2286 4.7998
H -2.3912 5.5443 3.8302
H -2.6840 3.2409 2.9851
N 1.9422 2.3270 -3.1623
C 2.1032 1.0021 -3.4013
S 1.4308 -0.1042 -2.3561
N 2.8160 0.7166 -4.5054
C 3.0349 -0.4816 -5.2099
C 3.3510 -0.3399 -6.5602
C 3.5412 -1.4516 -7.3539
C 3.4250 -2.7199 -6.8090
C 3.1400 -2.8592 -5.4628
C 2.9526 -1.7515 -4.6553
H 1.3881 2.6346 -2.3847
H 2.3418 3.0293 -3.7604
H 3.1131 1.5270 -5.0380
H 3.4361 0.6503 -6.9866
H 3.7751 -1.3251 -8.3988
H 3.5620 -3.5889 -7.4317
H 3.0614 -3.8444 -5.0309
H 2.7395 -1.8822 -3.6080
*
```

Summary:
LUMO level (spin up / spin down): -2.424 / -2.422 eV
HOMO (spin up / spin down): -8.78 / -9.60 eV
DFT total energy: -9321.6811 Ha
Kohn-Sham gap (spin up / spin down): 6.4 / 7.2 eV
Relative energy (zero: lowest compared OMol25 entry of this formula, charge and spin): 102.7 kJ/mol
Expectation value of S²: 2.00



C50H49CrN5P2S2Si2 as an isolated structure at a distorted geometry. Source: OMol25; level of theory: wB97M-V/def2-TZVPD.

Geometry as ORCA input:
```
! RIJCOSX wB97M-V def2-TZVPD def2/J DEFGRID3
* xyz -2 5
Cr 0.9077 0.0814 0.3999
S 1.4979 -1.8249 1.8213
C 0.2386 -2.6680 1.0410
S -0.5888 -1.7404 -0.1770
C -0.1024 -3.9904 1.3157
C 0.6768 -4.7829 2.2145
N 1.3153 -5.4382 2.9203
C -1.1990 -4.6305 0.6595
N -2.0882 -5.1631 0.1486
C 0.7085 -0.4643 -3.2798
Si 2.3700 0.1012 -2.6193
C 2.6266 1.9733 -2.6111
C 3.5502 -0.3926 -4.0245
C 2.7923 -0.6372 -0.9448
C 3.4734 0.3213 -0.0873
C 4.8623 0.4920 0.0899
C 5.3317 1.5893 0.7724
C 4.4279 2.5150 1.3026
C 3.0861 2.2445 1.1971
N 2.6246 1.1535 0.5730
Si 3.5774 -2.3382 -1.0335
C 4.3984 -2.9632 0.5504
C 5.0948 -2.5117 -2.1798
C 2.3406 -3.5853 -1.6943
H 0.5909 -0.2054 -4.3409
H -0.1147 -0.0259 -2.7199
H 0.6201 -1.5544 -3.1880
H 2.0373 2.4446 -3.4077
H 3.6860 2.1992 -2.7877
H 2.3276 2.4329 -1.6712
H 3.3210 0.2348 -4.8963
H 3.4213 -1.4383 -4.3225
H 4.6017 -0.2356 -3.7625
H 5.5392 -0.2159 -0.3707
H 6.3992 1.7526 0.8712
H 4.7634 3.4138 1.8015
H 2.3426 2.9062 1.6162
H 5.3695 -2.4698 0.6867
H 4.5781 -4.0394 0.4534
H 3.8114 -2.8083 1.4516
H 5.8766 -1.7786 -1.9425
H 4.8625 -2.4134 -3.2392
H 5.5210 -3.5106 -2.0192
H 1.3305 -3.3865 -1.3259
H 2.6120 -4.6050 -1.3985
H 2.3065 -3.5511 -2.7909
C -2.5714 2.4765 1.1106
N -2.0187 1.5678 2.0797
P -0.6016 0.8865 2.2798
C -1.0114 -0.1933 3.7734
C -2.3265 -0.1676 4.2368
C -2.7075 -0.8838 5.3670
C -1.7815 -1.6572 6.0539
C -0.4669 -1.6874 5.6104
C -0.0864 -0.9529 4.4933
C 0.4791 2.0305 3.3162
C 1.7299 1.6828 3.8291
C 2.4114 2.5355 4.6868
C 1.8599 3.7649 5.0330
C 0.6338 4.1410 4.4970
C -0.0517 3.2740 3.6494
P -2.9988 -0.4946 -0.6863
C -4.0327 -1.5859 0.3635
C -5.3667 -1.8293 0.0099
C -6.2166 -2.5199 0.8613
C -5.7473 -2.9943 2.0822
C -4.4284 -2.7674 2.4426
C -3.5835 -2.0562 1.5971
C -3.1999 -1.3025 -2.2974
C -3.4227 -2.6755 -2.4832
C -3.5088 -3.2122 -3.7610
C -3.3428 -2.4044 -4.8817
C -3.0948 -1.0460 -4.7138
C -3.0346 -0.5025 -3.4385
H -2.5277 3.5260 1.4610
H -3.6328 2.2442 0.9630
H -2.1043 2.4450 0.1276
H -3.0391 0.4274 3.6786
H -3.7364 -0.8394 5.7093
H -2.0822 -2.2361 6.9211
H 0.2712 -2.2831 6.1363
H 0.9418 -0.9965 4.1809
H 2.1819 0.7376 3.5428
H 3.3765 2.2439 5.0871
H 2.3827 4.4208 5.7205
H 0.2096 5.1084 4.7444
H -1.0244 3.5392 3.2456
H -5.7340 -1.4643 -0.9428
H -7.2483 -2.6890 0.5744
H -6.4138 -3.5349 2.7452
H -4.0466 -3.1412 3.3848
H -2.5594 -1.8700 1.8981
H -3.5011 -3.3284 -1.6205
H -3.6988 -4.2731 -3.8825
H -3.3925 -2.8300 -5.8782
H -2.9418 -0.4116 -5.5816
H -2.8674 0.5638 -3.3074
N -2.5282 7.4489 -5.4370
C -2.1911 6.5890 -4.7510
C -1.7585 5.5134 -3.8974
C -1.5277 4.2429 -4.4267
C -1.0731 3.2225 -3.6145
C -0.8331 3.4410 -2.2501
C -1.0919 4.7153 -1.7246
C -1.5459 5.7361 -2.5355
C -0.3327 2.4003 -1.4220
C 0.1005 1.5125 -0.7123
H -1.7106 4.0699 -5.4795
H -0.8832 2.2372 -4.0235
H -0.9305 4.8803 -0.6678
H -1.7463 6.7188 -2.1280
*
```

Summary:
LUMO level (spin up / spin down): 3.939 / 3.791 eV
HOMO (spin up / spin down): -1.71 / -2.20 eV
DFT total energy: -5311.1180 Ha
Kohn-Sham gap (spin up / spin down): 5.6 / 6.0 eV
Relative energy (zero: lowest compared OMol25 entry of this formula, charge and spin): 113.3 kJ/mol
Expectation value of S²: 6.11